Record 1
The following is a quantum chemistry calculation of a structure of composition C37H72InN3O13 at a distorted geometry, from the Open Molecules 2025 dataset.

Last column: Löwdin charge in e.
Cartesian coordinates (Å):
C  1.2068  6.7530  -4.2099  -0.020
C  -1.8388  -3.1763  1.8482  -0.041
H  -1.6120  3.1482  2.4020  0.066
H  1.7502  6.6931  -1.7113  0.119
H  1.9428  7.5162  -4.4627  0.065
H  3.7384  -3.9117  3.2501  0.062
C  -1.7501  -5.5893  -1.7031  -0.138
C  4.2675  -1.0997  4.9766  -0.436
C  -0.9630  -5.4737  2.0749  -0.023
H  -2.2884  -4.8561  -2.3037  0.095
H  1.2186  -0.9911  4.0134  0.128
H  2.9429  3.1883  -0.0035  0.058
C  0.1245  -4.2490  -2.3864  -0.055
H  -2.0480  6.3194  -3.9728  0.047
H  3.1956  0.6829  4.3990  0.115
H  5.3162  0.6238  5.8522  0.073
H  -1.6880  6.7056  0.3025  0.099
C  2.4063  -2.7193  4.5643  -0.415
C  -0.3806  -5.0539  -1.1643  -0.428
N  -0.7261  -4.0890  -0.0728  -0.101
H  -3.4037  6.7698  -2.6672  0.077
O  1.7922  3.2702  -2.3444  -0.019
O  3.7102  -2.8034  6.6748  0.000
H  -1.2433  3.8203  -1.5480  0.100
C  -0.6243  8.2567  -3.5649  -0.070
C  -0.9688  6.2946  -0.4059  -0.115
H  2.9903  1.3478  -0.3055  0.067
H  -2.9665  3.9852  -1.8250  0.081
H  -0.0033  9.1341  -3.3844  0.078
C  1.2899  -1.1311  -4.2094  -0.787
H  -0.8586  -6.4485  1.5986  0.058
O  -0.4076  0.3058  1.1781  -0.128
C  -1.6356  -4.4745  1.0934  -0.457
C  0.5496  -6.3132  -0.8177  -0.013
H  -2.3914  -2.4796  1.2178  0.079
C  4.7470  -0.2254  6.2303  -0.056
H  0.2413  -3.1646  4.9777  0.064
H  0.0693  -5.1758  2.2584  0.057
H  -2.4509  4.3598  -0.2213  0.086
C  -4.4789  1.3189  -3.1276  0.001
C  -1.1740  1.2868  1.3596  -0.776
H  2.6178  -0.2174  2.1280  0.116
C  1.4553  2.4544  -1.4815  -0.709
H  0.6197  7.6801  0.3442  0.101
H  -4.4804  0.2363  -3.2540  0.065
In  -1.1539  -1.0424  -1.3045  1.282
O  -2.0572  1.1297  -3.1955  0.029
H  -0.4354  5.5247  0.1518  0.110
H  -1.5875  8.4288  -3.0845  0.061
H  1.0340  -4.2440  0.6182  0.069
C  -2.1265  4.3912  -1.2614  -0.023
H  -5.2040  1.8442  -3.7492  0.077
C  -2.9792  -4.9464  0.4822  -0.114
H  -1.5692  -6.4236  -2.3808  0.116
O  -2.0870  1.3114  0.5374  -0.060
H  0.8890  -2.1785  6.2502  0.073
C  -1.0213  2.2397  2.5190  -0.010
H  1.2315  -3.8734  6.1908  0.061
O  1.2616  -1.5486  -3.1151  0.010
O  -1.4808  5.5502  -4.0636  0.016
C  -1.7306  5.7972  -1.6250  -0.472
H  1.3793  -2.2600  2.7158  0.110
H  -2.4933  -6.9352  -0.4053  0.096
H  2.0826  -2.9655  -5.1004  0.061
H  3.7296  -1.6098  2.4853  0.107
C  -2.8373  -5.9323  -0.6579  -0.175
H  0.9886  -6.9504  -1.5855  0.075
O  -4.1276  -1.9494  -1.7237  -0.113
C  0.0946  7.5187  -0.5972  -0.150
C  0.9434  7.4182  -1.8176  -0.192
O  0.7067  -0.0396  -4.5121  0.025
C  1.6213  -2.0167  -5.3742  -0.026
H  6.0848  -2.4454  5.2068  0.074
C  -4.9415  -3.6543  -3.1352  -0.040
N  3.3504  -2.1166  5.4998  -0.152
H  -0.5600  -3.5334  -2.8418  0.048
H  1.7120  5.8701  -3.8183  0.073
H  2.0753  -4.5798  3.3423  0.053
C  -2.9849  6.6953  -1.6636  -0.047
H  -0.8892  8.3164  -4.6205  0.077
H  -5.6726  -3.8654  -2.3547  0.058
C  5.6469  -1.7574  4.4836  -0.035
H  4.4982  0.3654  3.2382  0.119
N  -0.7733  5.8948  -2.8517  -0.049
H  -2.7093  7.6758  -1.2754  0.060
C  3.7601  -0.0995  3.8918  -0.127
C  2.9732  -0.9281  2.8742  -0.180
H  0.1559  -4.9688  -3.2043  0.086
O  -2.8104  -2.4940  -3.4144  -0.105
H  -5.6393  -3.4754  -3.9532  0.052
H  3.0488  -2.4188  7.2546  0.092
H  -3.4065  -5.6181  1.2268  0.108
H  0.6970  -2.3340  -5.8571  0.077
H  -0.4112  8.4264  -0.9265  0.089
H  -0.1380  -6.9837  -0.3023  0.050
H  1.3883  -6.1706  -0.1362  0.063
O  0.5681  1.5865  -1.6765  0.014
C  0.1160  7.0412  -3.0318  -0.483
H  5.3227  -2.4088  3.6719  0.041
H  -4.5035  1.5665  -2.0664  0.090
H  2.1775  -1.4778  -6.1413  0.067
C  2.8759  -4.0862  3.8932  -0.008
C  1.1429  -2.9862  5.5638  -0.034
H  1.4575  8.3747  -1.9120  0.113
H  -2.3692  -3.3734  2.7798  0.086
H  -3.7334  -4.1626  0.4123  0.121
H  5.2677  -0.8165  6.9836  0.062
H  -0.9550  -2.6849  2.2553  0.070
H  3.9062  0.2467  6.7385  0.067
H  -0.9068  1.8869  3.5439  0.069
H  1.8015  2.1010  0.6302  0.032
H  -0.0814  2.7199  2.2464  0.061
H  6.3132  -1.1864  3.8370  0.075
H  -1.4962  -5.6947  2.9996  0.083
C  -3.9159  -2.5372  -2.8149  -0.754
H  -4.5109  -4.5905  -3.4902  0.055
C  2.4122  2.2705  -0.2566  -0.015
H  -3.6886  6.4311  -0.8743  0.084
H  -3.8273  -5.9377  -1.1141  0.105
C  1.8704  -1.7120  3.5199  -0.129
O  -3.0186  2.7684  -4.2831  0.006
O  0.4605  -3.5192  0.3588  -0.056
H  3.1749  -4.8782  4.5799  0.068
H  1.0958  -3.7804  -2.2280  0.076
C  -3.1168  1.7269  -3.5681  -0.687
H  0.8246  6.5649  -5.2132  0.067

Results
Net charge ... -2
Highest occupied orbital energy ... -2.6 eV
Gap between HOMO and LUMO ... 3.49 eV

Record 2
The following is a quantum chemistry calculation of the molecule C13H24O at a distorted geometry, from the Open Molecules 2025 dataset.

Last column: Löwdin charge in e.
Cartesian coordinates (Å):
C  -1.6926  0.4927  1.9639  -0.122
H  4.0618  0.4340  -2.1329  0.081
H  -3.1734  -1.2854  -1.6576  0.089
H  2.0614  0.0011  0.0770  0.098
H  -2.1195  -0.2086  2.7117  0.106
H  -1.7126  -0.8689  -2.5497  0.086
C  -0.1765  -1.4254  1.3094  -0.305
H  3.0893  0.0973  -3.5939  0.063
C  3.0362  0.3074  -2.5314  -0.110
H  2.4476  2.3327  -2.8065  0.095
H  0.4200  0.2676  2.5889  0.155
C  -2.4853  0.4219  0.6101  -0.088
H  1.6821  2.9210  -0.6468  0.108
H  -3.4417  -0.0752  0.7266  0.113
H  0.8500  -1.6658  0.9992  0.131
H  0.0500  -2.0298  3.4255  0.084
C  -1.6230  -0.3015  -0.4703  -0.493
C  2.1414  1.5009  -2.1887  -0.256
H  3.2827  2.1899  -0.5456  0.101
H  -0.2929  -3.3953  2.3440  0.070
C  -2.4049  -0.5105  -1.7876  -0.002
H  -0.1908  1.9471  0.5789  0.143
H  2.5666  -0.5763  -2.1136  0.058
H  1.1222  1.1966  -2.3865  0.090
C  1.7226  0.9900  0.3055  -0.133
H  -1.5966  -2.3008  2.7440  0.075
H  2.1333  1.2675  1.2936  0.125
C  0.1900  0.9440  0.4798  -0.270
H  -1.9875  -2.2712  0.4184  0.121
H  -2.8852  0.4063  -2.0673  0.073
C  -0.2201  0.0960  1.6857  -0.225
H  -2.7142  1.4348  0.2908  0.114
C  -1.1154  -1.6650  0.1285  -0.081
O  -0.4380  0.4228  -0.7184  -0.066
H  -0.5615  -2.2537  -0.6143  0.125
C  -0.5101  -2.3442  2.5183  -0.066
C  2.2342  1.9868  -0.7266  -0.198
H  -1.7497  1.5191  2.3378  0.109

Results
Net charge ... 0
Highest occupied orbital energy ... -9.1 eV
Energy relative to the best compared isomer or geometry (same formula, charge and spin) ... 7.05 kcal/mol
Gap between HOMO and LUMO ... 10.06 eV

Record 3
The following is a quantum chemistry calculation of a structure of composition C12H25Cl2LaN3 at a distorted geometry, from the Open Molecules 2025 dataset.

Last column: Löwdin charge in e.
Cartesian coordinates (Å):
C  -0.1615  0.2359  -2.0494  -0.059
H  2.2779  -1.3235  2.3773  0.098
H  1.9033  0.5643  -2.2428  0.121
H  -0.9464  1.1995  -5.0172  0.103
H  -0.6340  -0.2877  -1.2131  0.068
H  2.5075  -1.6069  -3.7948  0.093
H  -2.9922  -0.7134  2.0312  0.056
Cl  -0.0329  3.9096  -0.2644  -0.387
C  1.5044  -2.1043  2.3714  -0.071
C  1.6426  0.0794  -4.9574  -0.232
H  -0.8927  2.1474  -2.2010  0.045
C  -0.3230  -0.5638  2.4508  -0.545
H  -2.0392  -0.8339  4.8425  0.060
N  0.1082  -0.0264  1.2865  -0.158
C  -0.8373  1.2340  -2.8313  -0.256
H  1.2884  2.0985  -5.5650  0.102
H  1.8496  -2.9564  2.9607  0.078
H  0.9037  -0.3897  -5.6278  0.110
H  2.5740  0.1260  -5.5490  0.104
C  -0.3228  1.6749  -4.2455  -0.185
C  -0.3368  -2.4864  4.0019  -0.092
H  -3.3517  0.8041  2.9054  0.068
N  -1.3376  0.1768  3.0877  -0.305
H  -0.1287  -2.1271  5.0189  0.084
H  -0.5312  2.7544  -4.3023  0.105
C  -2.5965  0.2833  2.3005  -0.197
H  1.4470  -1.1492  -1.8243  0.092
H  0.7244  -0.6281  0.7427  0.034
H  -1.8875  0.9213  -2.9855  0.109
H  1.7984  1.9787  -3.8861  0.113
H  -2.1807  0.9403  4.8237  0.076
H  -0.5766  0.2285  5.0506  0.076
C  1.8823  -0.7172  -3.7600  -0.140
H  1.3340  -2.4385  1.3365  0.078
La  -0.3545  2.1835  1.6573  0.624
N  0.2707  -1.6168  2.9908  -0.141
C  -1.5391  0.0969  4.5442  -0.116
C  1.1460  1.5230  -4.6390  -0.210
C  1.2806  -0.3152  -2.5351  -0.227
H  -1.4194  -2.5844  3.8490  0.068
H  0.1182  -3.4755  3.8985  0.073
Cl  1.3004  2.3390  3.6184  -0.325
H  -2.4395  0.8452  1.3444  0.010

Results
Net charge ... -1
Highest occupied orbital energy (spin up / spin down) ... -0.3 / -0.2 eV
Energy relative to the best compared isomer or geometry (same formula, charge and spin) ... 75.33 kcal/mol
Gap between HOMO and LUMO (spin up / spin down) ... 2.92 / 2.77 eV

Record 4
The following is a quantum chemistry calculation of a cluster of 5 separate species, C30H47BF9NO18S in total at a distorted geometry, from the Open Molecules 2025 dataset.

Last column: Löwdin charge in e.
Cartesian coordinates (Å):
H  -0.6099  -4.3340  -2.3688  0.079
C  -2.3728  -4.7640  3.3703  -0.301
H  5.1444  -0.7622  -1.5243  0.085
C  -1.4727  4.7703  3.8415  -0.089
O  -3.0823  5.9093  2.7080  0.090
H  5.4014  3.4113  0.0518  0.092
H  3.6852  -1.3228  -2.3381  0.068
O  2.8593  -3.0793  -1.1185  0.036
F  -4.6780  0.5255  -0.5926  -0.110
C  0.6328  -2.7410  -1.5524  -0.292
O  2.8014  -2.5468  1.0725  0.161
O  4.4687  0.5143  -4.4182  0.108
H  2.1142  -3.3084  -3.0547  0.143
H  3.0624  0.3761  1.0219  0.102
H  5.2645  0.9795  0.5167  0.046
N  2.8502  2.8298  0.7080  0.126
H  -1.2568  3.8732  4.4161  0.142
S  -3.6958  -0.6379  -0.2060  0.752
H  -1.8119  -4.1817  4.1037  0.157
C  -4.6811  -4.4129  -3.3384  -0.307
C  3.6812  0.4667  1.9053  -0.199
C  -2.8981  5.2491  3.9810  -0.303
H  2.8251  4.9757  0.5658  0.130
H  -3.5953  4.4094  4.0107  0.156
H  -1.9081  3.4020  0.0396  0.103
O  3.2090  1.5506  2.7451  0.101
O  0.9079  -2.6632  -0.1334  0.080
C  2.2465  -2.7492  0.0432  -0.561
H  5.5715  1.4361  2.1726  0.082
C  5.4256  3.7389  -2.5736  -0.161
O  1.1977  2.7794  2.6300  0.182
F  -2.8956  1.4130  1.3010  0.126
C  -2.2397  5.3472  1.8161  -0.558
B  2.3961  2.3899  2.0418  -0.708
O  -3.7659  -7.2286  5.2747  0.170
C  -2.3895  0.6331  0.3260  -0.404
O  1.7716  1.6837  -0.9792  0.127
O  -3.7192  -4.1510  -5.4003  0.069
O  4.4481  1.5534  -2.4125  -0.034
H  1.7085  -4.6000  -1.9011  0.141
H  0.0054  2.9169  -2.0766  0.131
H  5.7205  -0.2347  1.7363  0.075
C  1.8667  2.7012  -0.3085  -0.489
H  -0.6405  2.4714  0.7492  0.117
C  4.7358  4.2410  -0.1364  -0.161
H  6.3903  1.9139  -3.0207  0.132
H  5.2569  -1.5204  -3.1019  0.094
H  -5.6889  -3.5585  -5.0773  0.142
C  -2.8050  -4.7151  -4.5765  -0.572
O  -3.3627  -5.0089  -3.3733  0.067
H  -3.5090  7.1609  4.7862  0.091
F  -1.3520  -0.0502  0.8684  0.118
C  4.5292  0.4419  -3.1991  -0.494
C  -1.7872  1.5012  -0.8189  -0.460
H  5.0408  3.8358  -3.5819  0.120
F  -4.7988  -1.6738  -0.6460  -0.119
C  5.6689  2.2863  -2.2961  -0.192
C  5.1468  0.6626  1.5444  -0.042
F  -0.8779  0.7430  -1.4670  0.118
O  -1.6743  -4.9255  -4.8645  0.162
H  -2.0006  -6.4486  2.0467  0.138
C  -0.1645  3.4433  -1.1474  -0.104
H  5.2818  5.1247  0.1889  0.116
O  -2.2438  5.5636  0.6476  0.164
H  4.4635  5.4767  -1.8441  0.110
H  -3.9070  -3.7900  2.1942  0.095
C  -3.1495  6.1986  5.1436  -0.009
H  0.6255  2.0104  2.6624  0.104
H  6.0988  2.1093  -1.3165  0.102
H  -4.5690  -3.4094  -2.9221  0.144
H  -0.6027  4.3962  -1.3999  0.131
H  -3.8982  5.7896  5.8199  0.081
H  -5.4029  -5.3117  -5.1819  0.139
H  -6.4559  -5.6473  -3.0962  0.082
H  0.6491  -1.7194  -1.9385  0.154
H  -5.1234  -6.0635  -2.0119  0.091
O  1.0523  3.7640  -0.4632  0.034
H  -1.2458  -3.5897  -0.8975  0.071
H  3.4236  4.0904  -1.8925  0.104
H  -2.4900  -4.2767  1.2550  0.071
H  -1.3316  -2.7438  -2.4386  0.081
H  -2.4004  -2.8879  2.3116  0.072
O  -1.9020  -6.9021  4.0508  0.062
F  -2.7319  1.9151  -1.6888  0.128
H  -6.0982  -4.6266  -1.7189  0.079
C  -2.8227  -3.8830  2.2144  -0.015
C  3.5135  4.1593  0.7579  -0.129
C  -1.6145  -6.0069  2.9690  -0.096
H  -0.7437  5.5435  4.0925  0.143
C  -3.1219  -6.5605  4.5391  -0.567
F  -3.1099  -0.6884  -1.6640  -0.117
F  -4.3019  -0.6479  1.2612  -0.129
C  -0.7120  -3.3954  -1.8238  -0.002
O  -1.3781  4.5053  2.4353  0.046
H  3.8811  4.2884  1.7738  0.127
F  -2.7762  -1.8591  0.1986  -0.154
C  1.8356  -3.5224  -2.0258  -0.082
C  4.6544  -0.8683  -2.4854  0.039
O  -3.4989  -5.3488  4.0614  0.079
C  -5.6427  -5.2392  -2.4955  -0.005
H  3.6088  -0.4364  2.4911  0.110
H  6.3628  4.2859  -2.5294  0.119
H  -2.2458  6.3626  5.7310  0.082
H  -0.5429  -5.8485  2.8738  0.141
C  -1.1047  2.7188  -0.1931  -0.032
C  -5.0077  -4.3629  -4.8114  -0.093
C  4.4247  4.4149  -1.6245  -0.172

Results
Net charge ... 0
Highest occupied orbital energy ... -9.6 eV
Energy relative to the best compared isomer or geometry (same formula, charge and spin) ... 0.00 kcal/mol
Gap between HOMO and LUMO ... 9.76 eV